(1)
The following is a quantum chemistry calculation of an isolated molecule of C2H4NP, from the Open Molecules 2025 dataset.

Positions of all 8 atoms, in Å:
C: -0.095 -0.170 -0.576
C: -0.331 0.464 0.808
N: 0.953 -0.817 -0.760
P: 1.948 -1.174 -1.843
H: -1.038 -0.352 -1.102
H: -0.265 1.700 0.718
H: 0.216 -0.014 1.643
H: -1.389 0.362 1.112

The molar mass is 73.03 g/mol. As for the LUMO energy (spin up / spin down): -0.485 / -0.557 eV. The total charge is 0.

(2)
The following is a quantum chemistry calculation of a structure of composition C33H50N3O3P2Pt, from the Open Molecules 2025 dataset.

Positions of all 92 atoms, in Å:
Pt: -0.006 -0.669 -0.487
C: -2.526 0.074 -2.839
C: -3.331 -0.374 -1.617
C: -4.563 0.518 -1.466
P: -2.225 -0.404 -0.140
C: -3.016 -1.587 1.040
C: -4.478 -1.433 1.453
C: -2.127 -1.734 2.271
C: -2.183 1.285 0.537
C: -3.169 1.841 1.348
C: -3.022 3.069 1.977
C: -4.115 3.665 2.821
C: -1.805 3.725 1.789
C: -0.817 3.222 0.965
C: -0.990 2.013 0.257
N: -0.084 1.468 -0.619
C: 1.057 2.130 -1.036
C: 1.070 3.504 -1.348
C: 2.225 4.143 -1.747
C: 3.437 3.461 -1.874
C: 4.697 4.162 -2.306
C: 3.413 2.098 -1.640
C: 2.256 1.416 -1.261
P: 2.200 -0.389 -1.067
C: 3.652 -0.885 -0.005
C: 4.932 -1.329 -0.711
C: 3.980 0.182 1.041
C: 2.534 -1.085 -2.763
C: 1.232 -1.144 -3.566
C: 3.597 -0.390 -3.615
H: -3.163 0.066 -3.727
H: -1.670 -0.577 -3.008
H: -2.143 1.088 -2.697
H: -3.627 -1.419 -1.757
H: -4.261 1.561 -1.351
H: -5.188 0.261 -0.613
H: -5.180 0.445 -2.364
H: -2.931 -2.507 0.449
H: -4.640 -0.550 2.071
H: -4.766 -2.298 2.057
H: -5.157 -1.397 0.603
H: -2.120 -0.810 2.855
H: -1.099 -1.963 1.983
H: -2.504 -2.535 2.913
H: -4.091 1.295 1.502
H: -4.932 2.957 2.960
H: -4.534 4.563 2.361
H: -3.753 3.952 3.812
H: -1.620 4.659 2.311
H: 0.116 3.760 0.880
H: 0.149 4.066 -1.282
H: 2.189 5.204 -1.969
H: 4.621 5.239 -2.149
H: 4.905 4.000 -3.366
H: 5.562 3.804 -1.746
H: 4.333 1.536 -1.767
H: 3.245 -1.752 0.526
H: 5.452 -0.484 -1.164
H: 4.766 -2.081 -1.482
H: 5.610 -1.762 0.029
H: 4.511 1.019 0.586
H: 4.630 -0.254 1.805
H: 3.086 0.564 1.528
H: 2.853 -2.116 -2.564
H: 0.892 -0.136 -3.817
H: 0.431 -1.627 -3.006
H: 1.400 -1.685 -4.502
H: 3.307 0.641 -3.816
H: 3.678 -0.904 -4.577
H: 4.587 -0.382 -3.163
O: 1.080 0.020 2.212
N: 0.456 -0.026 3.326
C: 0.549 -1.117 4.127
C: -0.131 -1.183 5.322
C: -0.935 -0.129 5.727
C: -1.027 0.977 4.894
C: -0.332 1.013 3.708
H: 1.182 -1.895 3.730
H: -0.023 -2.074 5.925
H: -1.475 -0.169 6.662
H: -1.646 1.827 5.146
H: -0.370 1.820 2.991
N: 0.781 -6.028 -1.630
C: -0.653 -5.756 -1.669
C: -0.935 -4.322 -1.236
O: -1.912 -3.715 -1.580
O: -0.014 -3.813 -0.412
H: 0.976 -7.019 -1.639
H: 0.701 -4.477 -0.353
H: 1.247 -5.621 -2.432
H: -1.145 -6.393 -0.930
H: -1.143 -5.920 -2.630

The spin multiplicity is 2. The molar mass is 793.81 g/mol. As for the LUMO energy (spin up / spin down): 0.248 / 0.223 eV. The total charge is 0.

(3)
The following is a quantum chemistry calculation of an isolated molecule of C4H6O, from the Open Molecules 2025 dataset.

Positions of all 11 atoms, in Å:
C: 0.344 2.137 -0.139
C: -0.044 1.029 0.075
C: -0.285 -0.390 0.291
C: 1.087 -1.100 0.351
O: -1.185 -0.882 -0.669
H: 0.840 3.118 -0.261
H: -0.773 -0.449 1.297
H: 0.890 -2.142 0.554
H: 1.624 -1.074 -0.589
H: 1.660 -0.668 1.196
H: -1.374 -1.783 -0.305

The molar mass is 70.09 g/mol. As for the LUMO energy: 0.805 eV. The total charge is 0. The SMILES is C#C[C@H](C)O.

(4)
The following is a quantum chemistry calculation of a cluster of 2 separate species, C2H6NO2 in total, from the Open Molecules 2025 dataset.

Positions of all 11 atoms, in Å:
C: -1.682 0.792 0.571
O: -1.328 0.696 -0.771
H: -2.721 1.138 0.596
H: -1.620 -0.158 1.122
H: -1.103 1.536 1.137
C: 1.728 -1.286 -0.353
N: 1.348 -0.033 -0.550
O: 2.839 -1.828 -0.302
H: 0.789 -1.909 -0.294
H: -0.367 0.447 -0.822
H: 2.115 0.605 -0.337

The molar mass is 76.07 g/mol. As for the LUMO energy: 4.191 eV. The total charge is -1.

(5)
The following is a quantum chemistry calculation of a cluster of 2 separate species, C2H3FN2O in total, from the Open Molecules 2025 dataset.

Positions of all 9 atoms, in Å:
C: 0.121 -0.817 0.176
N: 1.443 -0.822 -0.119
C: 1.719 0.442 -0.189
O: 0.667 1.217 0.042
N: -0.375 0.383 0.281
H: -0.467 -1.702 0.307
H: 2.668 0.887 -0.407
F: -3.327 0.076 -0.155
H: -2.449 0.336 0.065

The molar mass is 90.06 g/mol. As for the LUMO energy: 0.668 eV. The total charge is 0. The SMILES is c1ncon1.F.

(6)
The following is a quantum chemistry calculation of a cluster of 2 separate species, C4H8NO2 in total, from the Open Molecules 2025 dataset.

Positions of all 15 atoms, in Å:
C: -1.296 0.267 0.503
C: -1.063 -2.103 1.040
C: 1.908 0.329 -1.630
C: -1.534 -1.078 0.221
N: 1.151 0.875 -0.784
O: -0.589 0.728 1.424
O: 1.168 2.185 -0.366
H: -2.014 0.905 -0.043
H: -0.397 -1.891 1.844
H: -1.302 -3.172 1.159
H: 2.070 2.480 -0.363
H: 1.609 -0.698 -1.830
H: 2.777 0.767 -2.199
H: -0.277 1.726 1.561
H: -2.213 -1.320 -0.537

The molar mass is 102.11 g/mol. As for the LUMO energy: -5.885 eV. The total charge is +1.

(7)
The following is a quantum chemistry calculation of an isolated molecule of C23H25N5O4, from the Open Molecules 2025 dataset.

Positions of all 57 atoms, in Å:
C: -1.050 -3.574 -0.360
O: -0.961 -2.666 0.715
C: 0.254 -2.111 0.985
C: 0.308 -1.250 2.082
C: 1.500 -0.650 2.431
C: 2.645 -0.860 1.683
C: 2.581 -1.668 0.554
N: 3.686 -1.847 -0.286
C: 4.625 -0.954 -0.734
O: 5.651 -1.344 -1.257
N: 4.401 0.390 -0.565
C: 3.215 1.088 -0.322
C: 1.999 0.677 -0.858
C: 0.836 1.329 -0.474
N: -0.434 0.930 -0.887
C: -0.787 -0.193 -1.576
O: -0.026 -0.984 -2.095
N: -2.148 -0.405 -1.653
C: -3.194 0.328 -1.075
C: -3.299 1.704 -1.245
C: -4.354 2.384 -0.657
C: -5.305 1.712 0.079
C: -5.221 0.325 0.232
O: -6.209 -0.251 0.962
C: -6.182 -1.645 1.158
C: -4.162 -0.361 -0.347
C: 0.946 2.434 0.387
C: -0.252 3.192 0.879
N: 2.121 2.866 0.807
C: 3.235 2.232 0.486
C: 4.513 2.783 1.040
C: 1.399 -2.331 0.235
H: -2.097 -3.874 -0.410
H: -0.434 -4.461 -0.183
H: -0.750 -3.106 -1.303
H: -0.594 -1.077 2.649
H: 1.541 -0.005 3.295
H: 3.575 -0.390 1.960
H: 3.814 -2.771 -0.674
H: 5.225 0.948 -0.742
H: 1.947 -0.155 -1.539
H: -1.194 1.434 -0.450
H: -2.380 -1.338 -1.963
H: -2.590 2.232 -1.865
H: -4.437 3.452 -0.788
H: -6.131 2.230 0.538
H: -5.276 -1.959 1.687
H: -7.053 -1.873 1.770
H: -6.256 -2.186 0.209
H: -4.059 -1.430 -0.239
H: -0.805 3.638 0.053
H: -0.923 2.543 1.442
H: 0.093 3.987 1.534
H: 4.282 3.608 1.707
H: 5.154 3.150 0.238
H: 5.058 2.016 1.589
H: 1.385 -2.965 -0.637

The molar mass is 435.48 g/mol. As for the LUMO energy: 0.481 eV. The total charge is 0. The SMILES is COc1cccc(NC(=O)Nc2cc(NC(=O)Nc3cccc(OC)c3)c(C)nc2C)c1.

(8)
The following is a quantum chemistry calculation of a structure of composition C16H18F4NPPtS, from the Open Molecules 2025 dataset.

Positions of all 42 atoms, in Å:
Pt: -0.179 0.258 -0.163
F: 1.313 4.638 3.430
C: 0.027 4.219 3.412
F: -0.547 4.757 2.333
F: -0.568 4.783 4.489
C: -0.061 2.717 3.477
C: -0.104 2.138 4.732
C: -0.162 0.758 4.861
C: -0.199 0.016 3.697
N: -0.132 0.553 2.481
C: -0.038 1.888 2.335
S: 0.156 2.439 0.697
H: -0.089 2.769 5.610
H: -0.186 0.283 5.831
H: -0.270 -1.067 3.729
C: 3.344 0.282 -0.376
P: 1.878 -0.792 -0.541
C: 2.245 -2.067 0.711
C: 2.241 -1.679 -2.090
H: 4.271 -0.290 -0.475
H: 3.314 0.768 0.599
H: 3.311 1.055 -1.143
H: 3.209 -2.536 0.506
H: 1.467 -2.833 0.697
H: 2.264 -1.607 1.698
H: 3.215 -2.166 -2.019
H: 2.249 -0.976 -2.923
H: 1.474 -2.433 -2.276
F: -0.967 -4.154 -3.398
C: -1.267 -3.121 -2.598
C: -1.288 -3.324 -1.233
C: -1.601 -2.248 -0.413
C: -1.900 -0.983 -0.950
C: -2.221 0.126 -0.079
C: -1.855 -0.830 -2.352
C: -1.541 -1.890 -3.177
H: -1.074 -4.305 -0.832
H: -1.648 -2.382 0.660
H: -2.522 -0.099 0.941
H: -2.763 0.978 -0.476
H: -2.089 0.138 -2.777
H: -1.509 -1.783 -4.252

The molar mass is 558.44 g/mol. As for the LUMO energy: -0.452 eV. The total charge is 0.

Please write out number 6 again, unchanged.
The following is a quantum chemistry calculation of a cluster of 2 separate species, C4H8NO2 in total, from the Open Molecules 2025 dataset.

Positions of all 15 atoms, in Å:
C: -1.296 0.267 0.503
C: -1.063 -2.103 1.040
C: 1.908 0.329 -1.630
C: -1.534 -1.078 0.221
N: 1.151 0.875 -0.784
O: -0.589 0.728 1.424
O: 1.168 2.185 -0.366
H: -2.014 0.905 -0.043
H: -0.397 -1.891 1.844
H: -1.302 -3.172 1.159
H: 2.070 2.480 -0.363
H: 1.609 -0.698 -1.830
H: 2.777 0.767 -2.199
H: -0.277 1.726 1.561
H: -2.213 -1.320 -0.537

The molar mass is 102.11 g/mol. As for the LUMO energy: -5.885 eV. The total charge is +1.

> Which of these has the highest total charge?

C4H8NO2

> Which value of total charge does entry 3 give?

0

> Number 6 is which compound?

C4H8NO2